{
  "formula": "C8H18GdI2NO2P2",
  "method": "wB97M-V/def2-TZVPD",
  "spin_multiplicity": 8,
  "e_homo_ev": [-15.166, -15.514],
  "lumo_ev": [-7.794, -10.978],
  "total_charge": 2,
  "s2": 16.10,
  "total_energy_ha": -2563.89593,
  "orbital_gap_ev": [7.37, 4.54],
  "species": ["I", "I", "Gd", "P", "C", "C", "H", "H", "H", "H", "H", "H", "C", "H", "H", "H", "P", "C", "C", "H", "H", "H", "C", "H", "H", "H", "H", "H", "H", "C", "O", "O", "C", "N"],
  "xyz": [[0.33567, -0.92005, -4.14056], [-0.39249, 1.55657, -3.17668], [0.00896, -0.50752, -0.48829], [-2.71991, -0.09754, -0.07046], [-3.70656, 1.40647, 0.34277], [-3.28881, -0.68590, -1.76089], [-4.36853, -0.86008, -1.90232], [-4.40090, -1.68674, 1.14930], [-2.77296, -1.63066, -1.98018], [-2.80962, -2.36231, 0.86004], [-3.46138, 2.25890, -0.33088], [-2.98432, 0.04567, -2.52225], [-3.32799, -1.42772, 1.10012], [-4.82835, 1.46456, 0.37583], [-3.06109, -1.14390, 2.12478], [-3.43766, 1.76943, 1.35915], [2.72467, -0.00547, -0.06291], [3.65747, 1.53140, 0.36240], [3.37265, -1.31539, 1.11202], [2.83805, -1.53789, -1.96837], [4.40867, -0.72222, -1.88358], [3.00852, 0.14326, -2.51555], [3.32320, -0.57592, -1.74692], [2.88623, -2.26613, 0.87048], [4.45307, -1.54000, 1.16269], [4.77568, 1.63069, 0.40037], [3.37157, 1.88530, 1.37737], [3.09597, -1.04502, 2.13752], [3.38664, 2.37684, -0.30989], [-0.03933, 2.06035, -0.00937], [-0.05743, 3.00022, 0.67363], [-0.00286, 0.19253, 4.15654], [0.00341, -0.26839, 3.06573], [0.00976, -0.72354, 1.92376]]
}

{
  "formula": "C5H11O4Tl",
  "method": "wB97M-V/def2-TZVPD",
  "spin_multiplicity": 2,
  "e_homo_ev": [-13.598, -13.000],
  "lumo_ev": [-5.367, -5.367],
  "total_charge": 1,
  "s2": 0.75,
  "total_energy_ha": -670.06825,
  "relative_energy_kcal_mol": 0.0,
  "orbital_gap_ev": [8.23, 7.63],
  "species": ["C", "O", "H", "H", "H", "O", "C", "C", "O", "C", "C", "O", "Tl", "H", "H", "H", "H", "H", "H", "H", "H"],
  "xyz": [[-2.05097, -1.54386, 3.05760], [-1.23001, -0.50294, 3.11216], [-1.63263, -2.44532, 2.56335], [-2.20284, -1.89096, 4.17468], [-3.07920, -1.31437, 2.70751], [-1.21004, 1.57765, -2.26991], [-1.57955, 1.20302, -0.98170], [-0.35975, 0.94875, -0.09653], [0.51633, 0.10728, -0.84390], [1.89567, 0.07239, -0.48107], [2.64972, -0.45570, -1.69980], [2.24594, 0.19573, -2.86719], [0.40693, 0.73397, -2.79084], [-2.19809, 0.28160, -0.98874], [-2.18699, 1.98150, -0.48136], [-0.63236, 0.47541, 0.89575], [0.16114, 1.89425, 0.13022], [2.04381, -0.56536, 0.40304], [2.22403, 1.09796, -0.24369], [2.48747, -1.54614, -1.78614], [3.73141, -0.30484, -1.51342]]
}

{
  "formula": "C3H6N2O2",
  "method": "wB97M-V/def2-TZVPD",
  "e_homo_ev": -8.596,
  "lumo_ev": 0.687,
  "total_energy_ha": -377.82147,
  "relative_energy_kcal_mol": 86.5,
  "orbital_gap_ev": 9.28,
  "species": ["N", "C", "O", "C", "O", "C", "N", "H", "H", "H", "H", "H", "H"],
  "xyz": [[0.26101, 1.78867, -0.19271], [0.08504, 0.53341, 0.30541], [0.75978, 0.45581, 1.47871], [-1.30022, -0.00932, 0.07322], [-1.04864, -1.33496, -0.28178], [0.32207, -1.28198, -0.36830], [0.91942, -2.27541, -0.84090], [1.18586, 2.14600, -0.05365], [-0.24220, 2.01979, -1.02540], [-1.77162, 0.52767, -0.74872], [-1.93722, 0.04424, 0.94323], [0.85369, -0.51336, 1.52626], [1.91302, -2.10056, -0.81538]]
}

{
  "formula": "C4H8NO",
  "method": "wB97M-V/def2-TZVPD",
  "e_homo_ev": -14.140,
  "lumo_ev": -5.180,
  "total_charge": 1,
  "total_energy_ha": -286.74805,
  "relative_energy_kcal_mol": 122.0,
  "orbital_gap_ev": 8.96,
  "species": ["C", "C", "C", "C", "N", "O", "H", "H", "H", "H", "H", "H", "H", "H"],
  "xyz": [[1.30468, 0.21453, -0.57612], [0.96074, 0.20775, 0.78805], [-0.27654, 1.86617, 1.22788], [-0.69625, -1.47764, -0.61843], [0.37561, -0.61172, -0.21254], [-1.05355, -1.18342, -1.90731], [1.68939, 0.55649, -1.45603], [1.43553, -0.20066, 1.58686], [0.24989, 2.37417, 2.05519], [-1.02050, 1.22760, 1.64543], [-0.31619, 2.27239, 0.26181], [-0.39172, -2.46565, -0.32843], [-1.48582, -0.97894, 0.04237], [-0.77528, -1.80108, -2.50874]]
}

{
  "formula": "C60H102O33",
  "method": "wB97M-V/def2-TZVPD",
  "e_homo_ev": -9.378,
  "lumo_ev": -0.156,
  "total_energy_ha": -4830.28146,
  "orbital_gap_ev": 9.22,
  "species": ["C", "C", "C", "O", "C", "H", "H", "H", "H", "H", "H", "H", "H", "C", "C", "C", "O", "C", "H", "H", "H", "H", "H", "H", "H", "H", "C", "C", "C", "O", "C", "H", "H", "H", "H", "H", "H", "H", "H", "C", "C", "C", "O", "C", "H", "H", "H", "H", "H", "H", "H", "H", "C", "C", "C", "O", "C", "H", "H", "H", "H", "H", "H", "H", "H", "C", "C", "C", "O", "C", "H", "H", "H", "H", "H", "H", "H", "H", "C", "C", "C", "O", "C", "O", "O", "H", "H", "H", "H", "H", "H", "C", "C", "C", "O", "C", "O", "O", "H", "H", "H", "H", "H", "H", "C", "C", "C", "O", "C", "O", "O", "H", "H", "H", "H", "H", "H", "C", "C", "C", "O", "C", "O", "O", "H", "H", "H", "H", "H", "H", "C", "C", "C", "O", "C", "O", "O", "H", "H", "H", "H", "H", "H", "C", "C", "C", "O", "C", "O", "O", "H", "H", "H", "H", "H", "H", "C", "C", "C", "O", "C", "O", "O", "H", "H", "H", "H", "H", "H", "C", "C", "C", "O", "C", "O", "O", "H", "H", "H", "H", "H", "H", "C", "C", "C", "O", "C", "O", "O", "H", "H", "H", "H", "H", "H"],
  "xyz": [[-1.12365, -1.82030, 6.64110], [-0.38482, -1.35528, 5.41088], [-1.01501, -2.23463, 4.33601], [-2.35456, -2.50921, 4.73015], [-2.49171, -2.10496, 6.06148], [-1.12035, -1.04195, 7.40415], [-0.74474, -2.71537, 7.13442], [0.69767, -1.44706, 5.49971], [-0.64682, -0.30925, 5.25189], [-0.56017, -3.22312, 4.27192], [-1.03581, -1.74971, 3.36004], [-3.12752, -2.79747, 6.61308], [-3.05816, -1.17626, 5.99255], [2.01656, -2.63106, -1.57445], [2.47447, -3.74037, -2.45834], [2.49127, -4.93902, -1.54077], [2.87774, -4.36262, -0.26217], [2.91605, -2.94027, -0.36051], [0.95709, -2.72185, -1.33487], [2.20535, -1.59888, -1.86950], [3.41577, -3.61022, -2.99231], [1.68337, -3.71783, -3.20783], [3.21666, -5.67144, -1.89500], [1.46610, -5.30337, -1.47480], [3.92976, -2.56036, -0.48761], [2.51070, -2.47463, 0.53780], [-4.47997, 1.31120, -3.90440], [-3.87932, -0.05325, -4.12893], [-4.97628, -1.03446, -3.84743], [-6.08312, -0.20987, -3.41269], [-5.59744, 1.02040, -2.88295], [-5.06785, 1.76366, -4.70302], [-3.72848, 2.03676, -3.59307], [-2.96870, -0.10046, -3.53173], [-3.47798, -0.18150, -5.13421], [-4.72611, -1.78675, -3.09937], [-5.18622, -1.50474, -4.80809], [-5.39356, 0.86405, -1.82366], [-6.26112, 1.88459, -2.91135], [3.61169, -4.52888, 5.12658], [3.72641, -3.16519, 4.60297], [2.54732, -3.13036, 3.56108], [1.66456, -4.06658, 4.14971], [2.11805, -4.70543, 5.36041], [4.07336, -4.51734, 6.11392], [4.06504, -5.26957, 4.46784], [4.70650, -2.86618, 4.23135], [3.46618, -2.42912, 5.36362], [2.88383, -3.43206, 2.56919], [2.17232, -2.10715, 3.58371], [1.73286, -5.72446, 5.39643], [1.71891, -4.23936, 6.26128], [0.11619, 1.07437, -7.11505], [-0.61944, -0.19387, -6.74265], [-0.34976, -0.35019, -5.25925], [-0.04810, 1.04967, -4.85662], [-0.23602, 1.95475, -5.91961], [-0.18195, 1.53397, -8.05738], [1.18853, 0.87907, -7.12123], [-0.35091, -1.01385, -7.40870], [-1.69922, -0.08162, -6.84058], [0.60541, -0.87495, -5.23986], [-1.13165, -0.82649, -4.66774], [0.47445, 2.77851, -5.85068], [-1.24528, 2.36549, -5.94784], [-4.84727, -2.66389, 1.25465], [-5.08475, -1.57499, 0.26007], [-3.76472, -1.54895, -0.44634], [-2.84201, -1.89125, 0.57942], [-3.49107, -2.35247, 1.73859], [-4.83322, -3.58245, 0.66802], [-5.67732, -2.72251, 1.95870], [-5.29544, -0.63687, 0.77353], [-5.89484, -1.85006, -0.41534], [-3.60596, -0.61257, -0.98122], [-3.63247, -2.39437, -1.12152], [-3.45614, -1.61099, 2.53677], [-2.94277, -3.21039, 2.12774], [-0.96496, 4.13675, -3.04359], [-0.11259, 5.33419, -3.44946], [1.38333, 5.11643, -3.17073], [1.92453, 5.49696, -4.39317], [1.01823, 5.67496, -5.35168], [1.24127, 5.99629, -6.52619], [-0.18912, 5.59783, -4.86305], [-0.93780, 4.05576, -1.95694], [-0.55252, 3.26099, -3.54464], [-2.00422, 4.23058, -3.35861], [-0.48924, 6.23982, -2.97402], [1.67295, 4.09663, -2.91730], [1.68713, 5.80774, -2.38466], [-0.57630, 0.25255, -1.38306], [0.05835, 0.70798, -0.06341], [-0.18369, -0.20584, 1.15082], [1.06140, -0.18445, 1.80887], [2.05823, 0.39626, 1.04131], [3.24784, 0.60595, 1.31825], [1.50106, 0.80224, -0.18511], [-0.36091, -0.79550, -1.59111], [-0.23932, 0.88143, -2.20711], [-1.66434, 0.30370, -1.34248], [-0.32345, 1.71501, 0.10459], [-0.56758, -1.20275, 0.93425], [-1.00843, 0.27285, 1.67879], [-2.23946, 7.21006, -0.77440], [-1.03679, 7.25480, 0.22585], [-1.27590, 7.04522, 1.71239], [-0.64035, 5.86823, 1.99571], [0.06243, 5.37867, 0.95896], [0.64410, 4.27355, 0.95478], [-0.16495, 6.20059, -0.14847], [-2.88548, 8.07106, -0.60279], [-2.69790, 6.22336, -0.70841], [-1.80854, 7.31077, -1.77052], [-0.52973, 8.21078, 0.09518], [-2.34477, 7.06826, 1.92476], [-0.77374, 7.79817, 2.31984], [-3.32005, -6.93222, -2.05666], [-2.17571, -5.88931, -2.02541], [-1.11146, -6.02264, -3.10113], [-0.81224, -4.67220, -3.34893], [-1.76263, -3.86561, -2.79811], [-1.70791, -2.64930, -2.82082], [-2.62422, -4.53527, -2.26916], [-3.52100, -7.26460, -3.07511], [-4.20203, -6.53473, -1.55446], [-3.05771, -7.79641, -1.44637], [-1.68927, -5.94595, -1.05162], [-1.51109, -6.59178, -3.94045], [-0.26007, -6.56984, -2.69638], [2.85506, 0.45027, 4.85846], [1.90657, 1.65702, 4.93867], [2.05147, 2.52339, 6.18294], [2.28972, 3.77783, 5.66962], [2.40465, 3.77374, 4.33465], [2.72867, 4.73341, 3.62328], [2.23202, 2.55967, 3.87599], [2.89258, 0.13087, 3.81698], [2.48567, -0.33273, 5.52070], [3.89043, 0.70129, 5.08888], [0.85335, 1.41428, 4.79760], [2.84234, 2.28213, 6.89315], [1.10959, 2.62254, 6.72251], [-0.91549, -4.31149, 0.92113], [-0.13954, -5.43012, 1.68494], [-0.89212, -5.81052, 3.01482], [-0.84554, -7.20082, 2.96297], [-0.50797, -7.67245, 1.73547], [-0.47265, -8.87801, 1.44045], [-0.21136, -6.63919, 0.88853], [-1.96661, -4.53768, 0.74202], [-0.49579, -4.04143, -0.04790], [-0.90583, -3.38605, 1.49695], [0.90472, -5.15772, 1.83797], [-1.91813, -5.44330, 2.99114], [-0.29638, -5.48311, 3.86687], [4.09238, 4.49973, -0.56425], [5.39184, 4.19569, 0.23403], [5.24558, 3.72701, 1.66864], [6.29146, 2.86292, 1.75826], [6.69729, 2.47636, 0.48004], [7.43597, 1.56660, 0.25280], [6.04234, 3.18251, -0.42240], [3.51302, 5.33412, -0.16898], [3.42907, 3.63608, -0.61147], [4.40902, 4.76832, -1.57207], [5.96452, 5.11974, 0.15480], [4.34681, 3.11132, 1.70365], [5.23915, 4.51614, 2.42053], [-2.28534, 1.80835, 3.74219], [-3.32789, 2.28005, 2.66514], [-3.20849, 3.75647, 2.32385], [-3.34674, 3.80925, 0.94164], [-3.17931, 2.60270, 0.39978], [-3.27109, 2.33771, -0.79850], [-3.05124, 1.67557, 1.38963], [-1.24797, 1.92929, 3.43020], [-2.44175, 0.76719, 4.02435], [-2.55717, 2.33156, 4.65895], [-4.34441, 2.08905, 3.00908], [-2.25786, 4.16075, 2.67164], [-4.04197, 4.25574, 2.81795], [4.82307, 2.88951, -3.71010], [4.05584, 1.62152, -3.17954], [2.78930, 1.23097, -4.00257], [3.13147, -0.12149, -4.32207], [4.34927, -0.45120, -3.93290], [4.91549, -1.51887, -4.12837], [4.92729, 0.57807, -3.36370], [5.16385, 2.86730, -4.74522], [5.68143, 3.19876, -3.11372], [4.17562, 3.76054, -3.60905], [3.68855, 1.72472, -2.15849], [2.72162, 1.87323, -4.88064], [1.91748, 1.29315, -3.35129]]
}

{
  "formula": "C4H12N2O",
  "method": "wB97M-V/def2-TZVPD",
  "smiles": "NCC[C@@H](N)CO",
  "e_homo_ev": -8.923,
  "lumo_ev": 0.870,
  "total_energy_ha": -344.32685,
  "relative_energy_kcal_mol": 36.5,
  "orbital_gap_ev": 9.79,
  "species": ["N", "C", "C", "C", "N", "C", "O", "H", "H", "H", "H", "H", "H", "H", "H", "H", "H", "H", "H"],
  "xyz": [[2.71208, 0.10721, 0.12390], [1.56962, 1.07081, 0.37371], [0.38597, 0.67743, -0.48698], [-0.56416, -0.39015, 0.13051], [-0.81866, -0.12342, 1.53414], [-1.82026, -0.47438, -0.73854], [-1.54229, -0.97741, -2.02615], [3.29892, 0.18491, 0.94771], [2.27505, -0.79805, 0.06979], [1.37510, 0.95989, 1.43820], [1.89343, 2.09287, 0.20553], [-0.29376, 1.51014, -0.68184], [0.77073, 0.27372, -1.42180], [-0.08980, -1.37971, 0.12763], [-1.40169, 0.69144, 1.67372], [-1.23606, -0.88049, 2.07200], [-2.57682, -1.08431, -0.22160], [-2.34109, 0.47031, -0.93772], [-1.59632, -1.93082, -2.18223]]
}